Record 1
{"formula": "C28H34N6O2Pd", "method": "ωB97M-V/def2-TZVPD", "s_squared": 2.01, "lumo_ev": [-6.4, -7.8], "homo_lumo_gap_ev": [7.47, 6.41], "charge": 2, "largest_force_ha_per_bohr": 0.0352, "energy_ha": -1693.7221, "spin_multiplicity": 3, "elements": ["Pd", "C", "O", "C", "O", "N", "N", "H", "H", "H", "H", "H", "H", "C", "C", "C", "C", "C", "C", "C", "C", "N", "C", "C", "C", "C", "N", "C", "C", "C", "C", "C", "C", "C", "C", "H", "H", "H", "H", "H", "H", "H", "H", "H", "H", "H", "H", "H", "H", "H", "H", "H", "H", "H", "H", "H", "H", "H", "H", "N", "C", "C", "C", "C", "N", "C", "C", "H", "H", "H", "H"], "xyz": [[-0.1307, 0.1669, 0.4021], [-1.4878, -2.3644, 4.8763], [-0.8718, -1.1734, 4.3059], [-0.7183, -1.0458, 3.0181], [-0.1915, -0.0253, 2.5706], [-1.1522, -2.0427, 2.1941], [-0.9211, -1.9277, 0.8111], [-1.5129, -2.1822, 5.9427], [-0.8640, -3.2322, 4.6678], [-2.5013, -2.4745, 4.4956], [-1.4720, -2.9279, 2.5546], [-1.7975, -2.0544, 0.3101], [-0.2548, -2.6380, 0.5143], [-0.5123, -2.1958, -2.6263], [-1.2995, -0.9608, -3.0041], [-2.4142, -1.0881, -3.8350], [-3.1120, 0.0288, -4.2631], [-2.7111, 1.2971, -3.8700], [-1.6161, 1.4628, -3.0250], [-1.1718, 2.8522, -2.6322], [-0.9487, 0.3202, -2.6177], [0.1600, 0.4731, -1.6628], [1.3661, 0.3146, -2.0520], [1.7891, 0.3971, -3.4732], [2.3956, 0.0601, -0.9655], [3.8472, 0.1679, -1.2630], [1.9075, -0.2889, 0.1492], [2.7623, -0.5222, 1.3313], [3.2174, -1.8055, 1.5539], [2.9378, -2.9570, 0.6130], [4.0101, -2.0140, 2.6842], [4.3087, -0.9656, 3.5386], [3.8133, 0.3006, 3.2811], [3.0187, 0.5433, 2.1608], [2.4555, 1.9299, 1.9357], [-1.1779, -3.0398, -2.4396], [0.1283, -2.0612, -1.7498], [0.1470, -2.5089, -3.4400], [-2.7207, -2.0743, -4.1616], [-3.9672, -0.0874, -4.9157], [-3.2458, 2.1714, -4.2216], [-2.0327, 3.5095, -2.5168], [-0.5383, 3.2930, -3.4053], [-0.5952, 2.8701, -1.7071], [0.9410, 0.3449, -4.1484], [2.5009, -0.3879, -3.7338], [2.2960, 1.3549, -3.6303], [4.0805, 1.1194, -1.7460], [4.1386, -0.6232, -1.9604], [4.4446, 0.0723, -0.3619], [1.9912, -2.8456, 0.0766], [2.9193, -3.9019, 1.1546], [3.7078, -3.0515, -0.1564], [4.4001, -3.0048, 2.8829], [4.9307, -1.1359, 4.4071], [4.0421, 1.1198, 3.9517], [3.1786, 2.6923, 2.2219], [1.5624, 2.0926, 2.5483], [2.1889, 2.1308, 0.8997], [-6.2371, 4.6075, 0.5983], [-5.3717, 3.8551, 0.6177], [-4.2677, 2.9108, 0.6363], [-3.0698, 3.2419, 1.2574], [-2.0510, 2.3164, 1.2307], [-2.1740, 1.1246, 0.6261], [-3.3258, 0.8187, 0.0249], [-4.4060, 1.6807, 0.0190], [-2.9358, 4.1945, 1.7499], [-1.1056, 2.5151, 1.7236], [-3.3774, -0.1373, -0.4822], [-5.3263, 1.3952, -0.4711]], "forces_ev_per_angstrom": [[-1.1, 0.0, 0.6], [0.2, 0.3, -0.2], [-0.2, -0.3, 0.1], [0.2, 0.2, -0.2], [-0.1, 0.0, 0.3], [-0.1, 0.0, 0.1], [0.0, 0.0, 0.1], [0.0, 0.0, 0.0], [0.0, -0.1, 0.0], [0.0, 0.0, 0.0], [0.0, 0.0, 0.0], [0.1, -0.1, 0.0], [0.0, 0.0, 0.0], [0.0, 0.0, 0.0], [-0.3, -0.6, -0.2], [0.1, 0.0, 0.1], [-0.1, 0.1, 0.0], [0.1, -0.1, 0.1], [-0.4, 0.5, -0.2], [0.0, -0.1, 0.0], [1.0, 0.8, 0.9], [-0.4, -0.9, -0.9], [0.1, 0.3, -0.1], [0.2, -0.2, -0.2], [0.2, 0.2, -0.5], [0.1, 0.0, -0.2], [0.9, -0.2, 1.3], [-0.9, 0.0, -1.6], [0.4, -0.8, 0.3], [0.0, 0.1, 0.0], [-0.1, 0.0, -0.2], [0.0, 0.0, 0.0], [-0.1, 0.1, -0.1], [0.1, 0.8, 0.7], [0.0, -0.1, 0.1], [0.0, 0.0, 0.0], [-0.1, 0.1, 0.0], [0.0, 0.1, 0.0], [0.0, 0.0, 0.0], [0.0, 0.0, 0.0], [0.0, 0.0, 0.0], [0.0, 0.0, 0.0], [0.0, 0.0, 0.0], [-0.1, -0.1, 0.1], [0.0, 0.0, 0.0], [0.0, 0.0, 0.0], [0.0, 0.0, 0.0], [-0.1, 0.0, 0.0], [0.0, 0.0, 0.0], [0.0, 0.0, 0.0], [0.0, 0.0, 0.1], [0.0, 0.0, 0.0], [0.0, 0.1, 0.0], [0.0, 0.0, 0.0], [0.0, 0.0, 0.0], [0.0, 0.0, 0.0], [0.0, 0.0, 0.0], [0.1, -0.1, 0.0], [0.0, 0.0, -0.1], [0.0, 0.0, 0.0], [0.4, -0.3, 0.1], [-0.5, 0.6, 0.0], [0.0, 0.1, 0.1], [-0.1, -0.2, 0.1], [0.4, 0.1, -0.1], [0.1, 0.1, 0.0], [0.0, -0.3, -0.2], [0.0, 0.0, 0.0], [0.0, 0.0, 0.0], [0.0, 0.0, 0.0], [0.0, 0.0, 0.0]], "mulliken_charge": [-0.03, -0.89, -0.30, 0.61, -0.29, -0.34, -0.21, 0.27, 0.36, 0.38, 0.29, 0.35, 0.40, -1.68, 2.13, -1.06, -0.99, -0.73, 0.98, -1.70, -0.40, 0.51, 1.19, -1.84, -0.05, -1.88, 1.64, -0.69, 1.18, -1.61, -0.98, -0.93, -0.87, 1.25, -1.65, 0.51, 0.00, 0.40, 0.53, 0.48, 0.53, 0.50, 0.34, 0.19, 0.42, 0.41, 0.42, 0.42, 0.39, 0.44, 0.11, 0.52, 0.33, 0.51, 0.47, 0.52, 0.54, 0.25, 0.17, -0.35, -0.36, 0.58, -0.63, -0.37, 0.37, -0.35, -0.69, 0.55, 0.48, 0.39, 0.57]}


Record 2
{"formula": "C28H35Br10N3O6", "method": "ωB97M-V/def2-TZVPD", "smiles": "O=[N+]([O-])c1ccccc1.O=[N+]([O-])c1ccccc1.O=[N+]([O-])c1ccccc1.BrCCBr.BrCCBr.BrCCBr.BrCCBr.BrCCBr", "lumo_ev": -0.8, "homo_lumo_gap_ev": 9.02, "charge": 0, "largest_force_ha_per_bohr": 0.0649, "energy_ha": -27443.4427, "elements": ["Br", "C", "C", "Br", "H", "H", "H", "H", "Br", "C", "C", "Br", "H", "H", "H", "H", "Br", "C", "C", "Br", "H", "H", "H", "H", "Br", "C", "C", "Br", "H", "H", "H", "H", "Br", "C", "C", "Br", "H", "H", "H", "H", "C", "C", "C", "C", "C", "C", "N", "O", "O", "H", "H", "H", "H", "H", "C", "C", "C", "C", "C", "C", "N", "O", "O", "H", "H", "H", "H", "H", "C", "C", "C", "C", "C", "C", "N", "O", "O", "H", "H", "H", "H", "H"], "xyz": [[-4.5893, -1.2176, 0.0165], [-5.3129, -0.4228, 1.6561], [-5.5859, 1.0276, 1.3313], [-6.1750, 2.1122, 2.8062], [-4.5324, -0.5285, 2.4095], [-6.1831, -0.9371, 2.0639], [-6.3978, 1.0917, 0.6069], [-4.7927, 1.6137, 0.8671], [7.9669, 3.4033, 0.7167], [6.1365, 2.6923, 0.2486], [5.0143, 3.1640, 1.1979], [3.2511, 2.3285, 0.8473], [6.1666, 1.6029, 0.2284], [6.0128, 3.1128, -0.7494], [4.9082, 4.2099, 0.9101], [5.3448, 3.0785, 2.2330], [1.8807, 2.4858, 4.3573], [1.9413, 4.4697, 4.1463], [1.0414, 4.7164, 3.0051], [1.2399, 6.3356, 1.9951], [2.9457, 4.7253, 3.8085], [1.5536, 4.8054, 5.1081], [0.0023, 4.7786, 3.3283], [1.0406, 3.8225, 2.3815], [-2.2542, 6.4907, -2.7597], [-2.4146, 4.6357, -2.1740], [-3.7862, 4.1612, -2.8073], [-4.0223, 2.3493, -2.0929], [-2.4094, 4.5573, -1.0868], [-1.6008, 4.0739, -2.6325], [-3.6492, 4.1763, -3.8886], [-4.6520, 4.7056, -2.4304], [-1.3033, 2.2025, 2.0937], [-0.4998, 1.0140, 0.7225], [-1.3943, 0.9924, -0.5833], [-0.4702, -0.2824, -1.8321], [-0.2877, 0.0574, 1.2000], [0.4280, 1.5431, 0.5051], [-1.4667, 1.9547, -1.0900], [-2.4350, 0.7553, -0.3621], [1.1131, -2.6094, 6.8184], [1.0765, -1.4989, 6.0119], [0.1943, -1.5429, 4.9718], [-0.5855, -2.6595, 4.7015], [-0.5875, -3.7796, 5.5629], [0.2503, -3.6922, 6.6981], [-1.5332, -2.7004, 3.5394], [-1.3587, -1.8792, 2.6310], [-2.5806, -3.3275, 3.6656], [1.8010, -2.4973, 7.6434], [1.7820, -0.6888, 6.1232], [0.2495, -0.6866, 4.3159], [-1.2694, -4.6156, 5.5133], [0.3383, -4.4994, 7.4101], [-0.5989, -4.4658, -3.6168], [-1.3533, -3.9554, -2.5627], [-2.6135, -4.4335, -2.3383], [-3.1891, -5.4778, -3.0955], [-2.3818, -6.0627, -4.1127], [-1.0810, -5.5191, -4.3914], [-4.5659, -5.9463, -2.9011], [-4.9208, -6.9326, -3.5035], [-5.2861, -5.2520, -2.2544], [0.4005, -4.1553, -3.8837], [-0.9869, -3.1131, -1.9946], [-3.1612, -4.0602, -1.4855], [-2.7221, -6.8959, -4.7097], [-0.5270, -5.9404, -5.2172], [3.9035, 1.5444, -2.6836], [2.8364, 0.6958, -2.6204], [2.7589, -0.2365, -3.6782], [3.7857, -0.4479, -4.5809], [4.9335, 0.3629, -4.5427], [4.9353, 1.3797, -3.6334], [3.6256, -1.3628, -5.7379], [4.4443, -1.2555, -6.6540], [2.9436, -2.3201, -5.5611], [3.8602, 2.3060, -1.9191], [2.1281, 0.8467, -1.8191], [1.8574, -0.8227, -3.5781], [5.7047, 0.2229, -5.2857], [5.7202, 2.1165, -3.5471]], "forces_ev_per_angstrom": [[-0.4, -0.1, 0.3], [0.8, 0.6, 0.6], [-0.7, 0.4, -1.1], [-0.1, 0.0, 0.6], [0.1, 0.0, -0.2], [-0.1, -0.1, -0.6], [-0.1, -0.1, 0.1], [0.4, -0.6, 0.3], [-1.3, -0.5, 0.1], [-0.2, -0.3, 0.0], [1.2, 0.9, -0.9], [1.0, 0.2, 0.2], [0.4, 0.2, -0.1], [-0.2, -0.3, 0.1], [-0.5, 0.0, 0.6], [-0.6, -0.3, 0.0], [0.3, 0.3, 0.4], [0.4, -0.9, 0.0], [-2.3, -0.6, -0.4], [0.5, 0.2, -0.1], [0.1, 0.0, 0.9], [0.7, 0.5, -0.3], [0.1, -0.1, 0.2], [0.3, 0.7, -0.6], [0.3, 0.0, 0.3], [-1.7, -0.1, -1.0], [1.8, 0.0, 1.4], [-0.4, 0.0, -0.6], [0.0, 0.2, -0.2], [0.0, 0.1, 0.2], [-0.5, -0.3, 0.2], [0.3, 0.1, -0.3], [-0.2, -0.5, -0.5], [-0.5, 1.0, -1.1], [1.1, -0.1, 1.4], [-1.0, 0.7, 0.7], [-0.4, 0.1, -0.2], [0.0, -0.3, -0.1], [0.6, -0.1, 0.1], [0.3, -0.9, -0.2], [0.3, 0.3, 1.5], [-0.1, -1.0, -0.2], [-0.1, 0.7, -1.9], [-0.4, -1.6, 0.5], [0.5, 1.3, 1.1], [0.3, 0.1, -1.3], [-1.4, 2.2, 0.2], [0.5, -1.2, 0.7], [1.4, -0.2, -0.1], [0.1, -0.7, 0.3], [-0.2, 0.1, 0.1], [-0.6, -0.1, -0.4], [0.0, 0.1, -0.6], [-0.3, -0.1, 0.0], [0.1, -1.0, -0.7], [0.6, 0.2, -0.9], [-1.7, -0.9, 0.6], [2.8, -0.1, -1.2], [0.5, 1.1, 0.4], [-2.2, -0.3, 1.0], [0.9, 0.1, -1.1], [0.1, -0.7, -0.1], [-0.9, 1.0, 1.3], [0.1, 0.5, 0.3], [0.0, -0.2, 0.2], [-0.3, 0.2, -0.1], [-0.3, 0.0, 0.1], [0.2, 0.0, 0.1], [0.3, 0.0, 0.1], [1.1, -0.2, -1.6], [-1.0, -0.7, 1.6], [-0.3, 1.6, -0.2], [-0.8, -0.3, -0.6], [-0.2, 1.1, 1.6], [3.3, -0.1, 0.7], [-1.1, 0.5, 0.3], [-1.9, -1.1, -0.2], [0.8, 0.4, -0.2], [-0.3, -0.4, -0.4], [0.0, -0.5, -1.0], [0.0, 0.0, 0.1], [0.4, -0.2, -0.4]], "mulliken_charge": [-0.13, -0.42, -0.48, -0.16, 0.28, 0.42, 0.41, 0.11, -0.16, -0.61, -0.57, -0.04, 0.42, 0.25, 0.39, 0.44, -0.16, -0.33, -0.22, -0.15, 0.33, 0.37, 0.35, -0.20, -0.17, -0.70, -0.51, -0.11, 0.42, 0.33, 0.40, 0.38, -0.19, -0.38, 0.37, -0.14, 0.53, -0.13, 0.00, -0.11, -0.28, -0.60, 0.15, 0.12, -0.45, -0.55, 0.82, -0.48, -0.52, 0.34, 0.35, 0.31, 0.41, 0.37, -0.26, -0.39, -0.25, -0.16, -0.21, -0.60, 0.99, -0.60, -0.57, 0.44, 0.33, 0.45, 0.43, 0.40, -0.36, 0.09, -0.19, 0.03, -0.35, -0.60, 0.94, -0.60, -0.52, 0.44, -0.03, 0.26, 0.45, 0.37]}


Record 3
{"formula": "C28H35CeF5N5S", "method": "ωB97M-V/def2-TZVPD", "lumo_ev": [-11.2, -11.1], "homo_lumo_gap_ev": [5.87, 5.91], "charge": 3, "largest_force_ha_per_bohr": 0.0172, "energy_ha": -2733.3889, "elements": ["Ce", "C", "C", "N", "C", "C", "N", "C", "C", "C", "N", "C", "C", "N", "C", "H", "H", "H", "H", "H", "H", "H", "H", "H", "H", "H", "H", "H", "H", "H", "H", "H", "H", "H", "H", "H", "H", "H", "H", "N", "S", "C", "C", "C", "C", "C", "C", "C", "C", "C", "C", "C", "C", "H", "H", "H", "H", "H", "H", "H", "H", "H", "H", "H", "F", "C", "C", "C", "F", "C", "F", "C", "F", "C", "F"], "xyz": [[0.4207, -0.0033, 0.1006], [-2.3273, 0.1674, -1.8255], [-2.1745, -1.3389, -1.6714], [-1.5697, -1.6553, -0.3460], [-1.3394, -3.1103, -0.1351], [0.1300, -3.4482, -0.2436], [0.9836, -2.4959, 0.5147], [1.2352, -2.8588, 1.9428], [0.1718, -2.4012, 2.9415], [0.2891, -0.9570, 3.4210], [-0.3471, 0.0548, 2.5140], [-1.8298, 0.0872, 2.6482], [-2.4184, 1.2162, 1.8221], [-1.9536, 1.2004, 0.4086], [-2.9797, 0.8349, -0.6163], [-2.9083, 0.3680, -2.7238], [-1.3495, 0.6388, -2.0056], [-1.5360, -1.7419, -2.4587], [-3.1490, -1.8198, -1.7656], [-2.2595, -1.3670, 0.3407], [-1.8985, -3.6925, -0.8675], [-1.7288, -3.3885, 0.8412], [0.4438, -3.4157, -1.2876], [0.2769, -4.4685, 0.1132], [1.8921, -2.5217, 0.0637], [2.1969, -2.4221, 2.2210], [1.3432, -3.9414, 2.0163], [0.2679, -3.0355, 3.8230], [-0.8326, -2.5970, 2.5624], [1.3404, -0.6815, 3.5256], [-0.1643, -0.8765, 4.4075], [-0.0125, 0.9634, 2.8418], [-2.1084, 0.2587, 3.6893], [-2.2383, -0.8840, 2.3679], [-2.1341, 2.1698, 2.2688], [-3.5058, 1.1640, 1.8724], [-1.6595, 2.1465, 0.1878], [-3.5187, 1.7300, -0.9208], [-3.7193, 0.1708, -0.1626], [2.6099, -0.4156, -0.7399], [3.7120, 0.2127, 0.3039], [4.7509, -1.0952, 0.8553], [4.8847, -1.2564, 2.2312], [5.7015, -2.2769, 2.7011], [6.3521, -3.1101, 1.7996], [6.2068, -2.9297, 0.4238], [5.4076, -1.9098, -0.0632], [4.7926, 1.2442, -0.6606], [6.1145, 1.3910, -0.2573], [6.9230, 2.2587, -0.9754], [6.4124, 2.9588, -2.0615], [5.0833, 2.8057, -2.4421], [4.2528, 1.9509, -1.7333], [3.0410, -0.7773, -1.5901], [4.3943, -0.5758, 2.9208], [5.8420, -2.4094, 3.7665], [6.9930, -3.9009, 2.1690], [6.7367, -3.5719, -0.2683], [5.3320, -1.7361, -1.1318], [6.5148, 0.8419, 0.5860], [7.9584, 2.3809, -0.6861], [7.0564, 3.6272, -2.6180], [4.6945, 3.3485, -3.2943], [3.2182, 1.8244, -2.0236], [1.8295, 2.1835, 2.2493], [1.6306, 2.9336, 1.1323], [0.9936, 2.3368, 0.0644], [0.8025, 3.1046, -1.0638], [0.2016, 2.5092, -2.1243], [1.1992, 4.4190, -1.1508], [1.0064, 5.1286, -2.2420], [1.8315, 4.9861, -0.0414], [2.2252, 6.2325, -0.0918], [2.0506, 4.2436, 1.1196], [2.6478, 4.7880, 2.1586]], "forces_ev_per_angstrom": [[0.4, 0.0, 0.0], [0.0, -0.1, 0.1], [0.0, 0.1, 0.0], [0.2, 0.1, -0.1], [0.0, 0.0, 0.0], [-0.1, 0.1, 0.1], [-0.1, 0.1, 0.2], [-0.2, 0.0, 0.1], [0.0, 0.1, -0.1], [0.0, -0.1, -0.1], [0.2, -0.1, -0.2], [0.0, 0.1, -0.1], [0.0, 0.1, 0.0], [0.4, -0.2, -0.1], [0.0, 0.0, 0.0], [0.0, 0.0, -0.1], [0.0, 0.2, -0.2], [0.0, -0.1, 0.0], [0.0, -0.1, 0.1], [0.0, 0.0, 0.0], [-0.1, 0.0, 0.0], [0.0, 0.0, 0.1], [0.0, 0.0, 0.0], [0.2, -0.1, -0.1], [0.1, 0.0, 0.0], [0.1, 0.0, 0.0], [0.0, -0.1, -0.1], [0.0, 0.0, 0.0], [0.0, 0.0, 0.0], [0.0, 0.0, 0.0], [-0.1, 0.1, 0.1], [0.0, 0.1, 0.0], [0.0, -0.1, 0.1], [0.0, 0.0, 0.0], [0.0, 0.0, 0.0], [0.0, 0.0, 0.0], [0.0, 0.1, 0.0], [0.0, 0.0, 0.0], [0.0, 0.0, 0.0], [-0.7, 0.4, 0.3], [-0.2, 0.0, -0.1], [0.0, 0.0, 0.1], [0.0, 0.0, 0.0], [0.0, 0.0, 0.0], [0.0, 0.0, 0.0], [0.0, 0.0, 0.0], [0.1, -0.1, 0.1], [-0.1, 0.1, -0.1], [0.0, 0.0, 0.0], [0.0, 0.0, 0.0], [0.0, 0.0, 0.0], [0.0, 0.0, 0.0], [0.1, 0.0, 0.1], [-0.1, 0.0, 0.0], [0.0, 0.0, 0.0], [0.0, 0.0, 0.0], [0.0, 0.0, 0.0], [0.0, 0.0, 0.0], [0.0, 0.0, 0.1], [0.0, 0.0, 0.0], [0.0, 0.0, 0.0], [0.0, 0.0, 0.0], [0.0, 0.0, 0.0], [0.0, 0.0, 0.0], [0.0, 0.0, 0.1], [-0.2, -0.3, 0.1], [-0.1, -0.6, 0.2], [-0.2, -0.3, -0.1], [0.0, 0.0, 0.0], [0.1, 0.2, 0.1], [0.0, 0.0, 0.0], [0.0, 0.0, 0.0], [0.0, 0.0, 0.0], [0.1, 0.2, -0.2], [0.0, 0.0, 0.0]], "mulliken_charge": [0.71, -0.41, -0.96, -0.04, -0.73, -0.75, -0.06, -0.44, -0.54, -0.83, 0.07, -0.59, -1.08, 0.08, -0.94, 0.57, 0.14, 0.51, 0.44, 0.13, 0.47, 0.40, 0.45, 0.37, 0.21, 0.02, 0.45, 0.47, 0.15, 0.29, 0.49, 0.33, 0.57, 0.29, 0.39, 0.45, 0.36, 0.50, 0.43, -0.41, 1.29, 0.33, -0.34, -0.83, -0.48, -0.86, -0.40, 0.63, -0.72, -0.72, -0.58, -0.81, -0.48, 0.28, 0.57, 0.49, 0.46, 0.47, 0.39, 0.50, 0.44, 0.45, 0.48, 0.40, -0.48, 0.00, 0.46, 0.21, -0.45, 0.19, -0.26, 0.72, -0.26, 0.16, -0.26]}